(1)
Computed, not measured: a structure of composition C8H8IN4S in a non-equilibrium geometry, with the ωB97M-V functional and the def2-TZVPD basis.

LUMO level (alpha / beta), hartree: -0.218 / -0.207
ΔE to the lowest compared entry with this formula, charge and spin, kJ/mol: 161.77
Charge: +1
Total energy, a.u.: -1224.04743
Kohn-Sham gap (alpha / beta), eV: 6.015 / 7.412
HOMO (alpha / beta), eV: -11.95 / -13.03

Last column: Mulliken charge in e.
Geometry (Å):
C: 0.6977 2.5552 0.9780  -0.53
C: 0.1943 1.2974 0.8398  0.45
C: -0.8009 1.3003 -0.2441  0.16
C: 0.7849 0.0778 1.3739  0.81
C: 0.9064 -0.0255 2.7372  -0.97
C: -1.1808 -1.8810 -1.7600  -0.28
C: -1.7523 -0.4102 -1.6595  -0.68
C: 1.4186 -0.9684 0.5165  -0.70
N: -0.9024 2.4713 -0.8645  -0.53
N: 0.1215 -2.0968 -1.3587  -0.42
N: -1.3758 0.1713 -0.4741  -0.32
N: 0.8630 -1.7463 -0.5083  0.44
S: -0.0867 3.6082 -0.2129  0.14
I: 3.4804 -0.3538 -0.3561  0.18
H: 1.4036 2.8350 1.6629  0.54
H: 1.6299 -0.6264 3.2836  0.31
H: 0.3113 0.7268 3.3236  0.31
H: -1.8705 -2.6457 -1.3432  0.37
H: -0.9577 -2.1755 -2.8706  0.29
H: -1.6482 0.1947 -2.5055  0.51
H: -2.8983 -0.5404 -1.7921  0.34
H: 1.6620 -1.7679 1.2342  0.57

Force components x, y, z for each atom (eV/Å):
C -2.023 -0.714 -1.590
C -0.285 1.244 -1.196
C 1.265 -0.093 0.930
C -0.429 0.241 2.280
C -0.530 1.338 -1.188
C -1.677 0.230 -3.879
C -2.953 -0.986 -0.145
C 1.901 -0.479 1.217
N -2.023 -0.720 -1.854
N 3.189 0.194 3.850
N 0.245 -1.664 0.808
N -1.584 -0.117 -2.512
S 1.710 0.423 1.765
I -1.457 -0.323 0.511
H 1.776 0.953 1.400
H -0.476 -0.471 -0.243
H 0.940 -0.835 -0.512
H 0.718 0.369 -0.005
H -1.604 0.622 1.429
H 1.321 0.788 -1.709
H 1.428 -0.245 0.905
H 0.549 0.245 -0.259

---

(2)
Computed, not measured: a structure of composition C8H8INS2 in a non-equilibrium geometry, with the ωB97M-V functional and the def2-TZVPD basis.

LUMO level (alpha / beta), hartree: -0.003 / -0.003
ΔE to the lowest compared entry with this formula, charge and spin, kJ/mol: 64.58
Charge: 0
Total energy, a.u.: -1458.37653
Kohn-Sham gap (alpha / beta), eV: 7.683 / 7.683
HOMO (alpha / beta), eV: -7.77 / -7.77

Last column: Mulliken charge in e.
Geometry (Å):
C: 0.2765 1.4504 0.0780  -0.99
C: 0.3423 -1.0493 -0.0009  0.04
C: 0.8935 0.2181 -0.0240  0.95
C: -1.0561 1.5589 0.0661  1.19
C: -0.9690 -1.1420 0.2181  -0.04
C: 1.2632 -2.2598 0.1343  -0.72
C: 2.6901 -1.8178 -0.3654  -0.54
C: -1.8005 2.8611 -0.0903  -1.69
N: -1.7947 0.4497 0.2248  -0.55
S: -2.0327 -2.3467 0.3555  -0.47
S: 2.6048 0.0248 -0.1938  -0.21
I: -3.7773 0.3619 0.3386  0.17
H: 0.9303 2.2912 0.1110  0.38
H: 1.0905 -2.6302 1.1686  0.34
H: 1.0238 -3.1713 -0.5830  0.27
H: 3.4300 -2.3596 0.2194  0.36
H: 2.8841 -1.9956 -1.3932  0.36
H: -2.6096 2.6086 -0.7056  0.44
H: -1.1323 3.6234 -0.3350  0.37
H: -2.2569 3.3240 0.7769  0.33

Force components x, y, z for each atom (eV/Å):
C 2.381 -0.254 -0.430
C 0.752 0.018 0.169
C 1.434 -1.464 -0.063
C -3.311 0.101 1.257
C -4.434 1.474 -0.063
C -0.472 -1.390 -2.415
C -1.777 0.683 1.979
C 0.647 -0.824 1.625
N 2.624 -2.324 -0.409
S 0.100 -0.557 0.228
S 1.849 0.558 0.240
I -0.498 0.077 0.039
H 0.029 0.719 -0.219
H 0.938 0.145 -0.536
H -0.245 1.874 1.529
H 0.365 0.711 0.198
H -0.239 -0.395 -0.903
H -0.943 0.513 -1.572
H 0.976 1.116 -1.502
H -0.176 -0.780 0.849